The following is a DFT calculation (wB97M-V/def2-TZVPD) of a gas-phase ion, C3H7N2O (charge +1) at a distorted geometry.

```
13
Properties=species:S:1:pos:R:3:nbo_charge:R:1
C -0.614 0.133 0.073 -0.613
C 0.334 0.418 1.285 0.322
C 0.127 -0.668 -1.082 0.698
N 1.631 0.274 1.482 -0.622
N -0.706 -0.825 -2.096 -0.800
O 1.325 -0.766 -1.059 -0.606
H -0.871 1.072 -0.487 0.306
H -0.322 0.780 2.202 0.245
H 1.961 0.440 2.502 0.453
H 2.330 -0.082 0.798 0.486
H -0.329 -1.328 -2.845 0.412
H -1.646 -0.261 0.454 0.286
H -1.741 -0.876 -2.189 0.433
```

HOMO (eV): -14.6591
Total energy (hartree): -302.99096
Spin multiplicity: 1
Kohn-Sham gap (eV): 9.60
Largest force on an atom (eV Å⁻¹): 3.67
SMILES: NC(=O)CC=[NH2+]
Net charge: +1
LUMO (eV): -5.06

The following is a DFT calculation (wB97M-V/def2-TZVPD) of a gas-phase ion, C8H12N4S (charge +2) at a distorted geometry.

```
25
Properties=species:S:1:pos:R:3:nbo_charge:R:1
C -3.655 0.436 0.344 -0.125
C -2.813 1.548 0.617 -0.169
C -3.195 -0.836 0.119 -0.187
C -1.491 1.423 0.596 -0.211
C -1.780 -0.961 0.135 -0.209
C -0.931 0.108 0.336 0.023
C 1.260 0.296 -0.831 0.701
C 0.958 -1.012 1.267 0.427
N 2.581 0.359 -0.726 -0.741
N 0.522 -0.188 0.315 -0.423
N 0.661 0.818 -1.874 -0.655
N 1.934 -1.884 1.138 -0.659
S 3.613 0.911 0.609 0.267
H -4.681 0.630 0.396 0.243
H -3.317 2.530 0.631 0.264
H -3.917 -1.692 -0.022 0.274
H -0.716 2.133 0.626 0.228
H -1.448 -2.009 0.327 0.235
H 0.358 -1.000 2.216 0.283
H 3.193 0.302 -1.513 0.453
H 1.089 1.313 -2.582 0.454
H -0.304 0.718 -1.762 0.443
H 2.481 -1.824 0.202 0.443
H 2.199 -2.613 1.765 0.472
H 4.426 1.546 -0.241 0.169
```

HOMO (eV): -16.6159
Total energy (hartree): -928.58483
Spin multiplicity: 1
Kohn-Sham gap (eV): 7.92
Largest force on an atom (eV Å⁻¹): 4.59
SMILES: [NH2+]=CN(C(=[NH2+])NS)c1ccccc1
Net charge: +2
LUMO (eV): -8.69

The following is a DFT calculation (wB97M-V/def2-TZVPD) of 3 unconnected molecules or ions with the total composition C8H16O at a distorted geometry.

```
25
Properties=species:S:1:pos:R:3:nbo_charge:R:1
C 0.076 1.041 1.128 0.312
C 0.356 -0.599 -0.939 0.150
C -0.450 -0.832 0.103 -0.179
C 0.894 -1.521 0.128 -0.508
C -0.231 0.626 2.544 -0.670
C -0.860 2.058 0.545 -0.669
C 0.865 0.369 -1.924 -0.674
C -0.874 -2.113 -2.028 -0.682
O 1.393 1.510 1.003 -0.728
H 1.990 0.874 1.418 0.475
H -1.479 -0.954 0.398 0.219
H 1.393 -1.453 1.097 0.208
H 1.135 -2.506 -0.270 0.213
H 0.435 -0.171 2.890 0.204
H -0.870 2.982 1.143 0.211
H -1.261 0.275 2.637 0.216
H -0.102 1.469 3.242 0.202
H -0.555 2.347 -0.463 0.221
H -1.883 1.675 0.514 0.216
H 1.430 -0.152 -2.701 0.229
H 0.048 0.921 -2.392 0.223
H 1.554 1.068 -1.441 0.250
H -0.089 -2.452 -2.701 0.187
H -1.258 -2.935 -1.428 0.189
H -1.657 -1.526 -2.502 0.187
```

HOMO (alpha / beta) (eV): -6.5760 / -6.5737
Total energy (hartree): -389.41008
Spin multiplicity: 1
Kohn-Sham gap (alpha / beta) (eV): 7.35 / 7.34
Largest force on an atom (eV Å⁻¹): 5.32
LUMO (alpha / beta) (eV): 0.77 / 0.77